No. 1
C44H44CsF2N10Se | ωB97M-V with the def2-TZVPD basis set

**Energy**: -4871.91609 Eh
**Total charge**: -1
**LUMO energy**: 0.0633 Ha
**Gap between HOMO and LUMO**: 6.04 eV

```
102
C44H44CsF2N10Se, DFT ωB97M-V with the def2-TZVPD basis set
Cs 0.17264 -2.82161 1.71012
C -2.94647 -0.59085 3.72687
N -1.68456 -0.34279 3.18667
C -0.91339 0.46022 3.77606
C 0.38147 0.89967 3.43772
C 1.09240 1.77839 4.25006
C 2.31608 1.99936 3.62819
C 2.29716 1.29552 2.46866
N 1.12142 0.62696 2.31554
C -4.09551 0.10905 2.98576
C -3.84209 0.79596 1.79696
C -4.90978 1.53142 1.23903
C -6.14678 1.60923 1.88757
C -6.39250 0.93493 3.02763
C -5.36865 0.22903 3.59194
H -2.90395 -0.27680 4.74656
H -3.15421 -1.68442 3.76890
H -1.25923 0.88604 4.78066
H 0.71121 2.21303 5.15073
H 3.18522 2.53215 4.04584
H 3.09704 1.04463 1.75758
H -2.82075 0.72879 1.42381
H -4.86895 2.04212 0.24804
H -6.99493 2.20357 1.41981
H -7.43215 1.01620 3.44012
H -5.57603 -0.22352 4.56134
F 3.55834 -8.57786 2.32639
C 3.43518 -7.33637 1.64896
C 2.58794 -6.36307 2.16264
C 2.61180 -5.07339 1.68325
C 3.37095 -4.90142 0.45191
C 4.11444 -5.94735 -0.12631
F 4.82659 -5.75187 -1.26500
C 4.22238 -7.13943 0.53124
C 3.24058 -3.62454 -0.26002
C 3.37941 -2.44699 0.43971
C 3.14402 -1.22782 -0.19188
C 2.96672 -1.21818 -1.57160
C 2.85985 -2.42625 -2.19537
N 2.96627 -3.65438 -1.61873
H 2.10708 -6.69116 3.13559
H 4.88438 -7.85590 0.07578
H 3.51112 -2.48055 1.49056
H 3.18549 -0.30049 0.30275
H 3.10645 -0.23797 -2.04144
H 2.88896 -2.42136 -3.31206
N -3.98647 -3.67050 -0.92269
C -3.09450 -3.52007 0.05698
N -1.88587 -3.85543 -0.32571
C -2.08113 -4.22928 -1.62917
N -3.31683 -4.19204 -2.02450
C -1.02454 -4.85226 -2.46452
C -0.44328 -4.12574 -3.47533
N 0.58875 -4.63009 -4.17627
C 1.15249 -5.72127 -3.68613
C 0.52139 -6.46758 -2.65923
N -0.55277 -5.99977 -1.98866
H -4.94981 -3.36509 -1.07134
H -3.41598 -3.10046 1.02899
H -0.90704 -3.20555 -3.77043
H 2.12250 -6.05445 -4.09969
H 0.95825 -7.37653 -2.24141
C -2.01303 4.49773 3.39048
C -2.37728 4.43102 1.92434
C -1.21020 4.27797 0.96264
C -0.31307 3.11631 1.20325
N 0.49411 2.88702 -0.07086
C 0.02788 2.37878 -1.21383
Se -1.54191 1.39049 -1.42107
N 0.98610 2.62214 -2.22894
C 0.97490 2.05768 -3.55762
C 0.87408 3.14409 -4.62444
C -0.51639 3.79186 -4.67648
C -1.57347 2.92070 -5.43956
C 2.07547 3.20831 -1.61340
C 3.29502 3.62748 -2.11886
C 4.20101 4.17281 -1.21616
C 3.83731 4.44229 0.07741
C 2.60191 4.03941 0.54898
C 1.76459 3.39003 -0.27058
H -2.88595 4.40197 4.03540
H -1.44346 5.39800 3.68790
H -1.29152 3.71460 3.65327
H -2.99553 5.24278 1.55696
H -2.97716 3.53512 1.79961
H -0.68637 5.27116 0.97189
H -1.70579 4.16402 -0.02955
H -0.96904 2.23369 1.27860
H 0.31551 3.18524 2.02869
H 0.13776 1.33980 -3.64874
H 1.92985 1.56841 -3.64724
H 1.13583 2.74562 -5.59888
H 1.62800 3.88954 -4.37495
H -0.51438 4.74416 -5.17885
H -0.85698 3.94370 -3.59365
H -1.32613 2.70548 -6.47759
H -2.52581 3.38912 -5.50974
H -1.62094 2.02647 -4.80575
H 3.42771 3.47486 -3.18016
H 5.16297 4.51758 -1.55608
H 4.46325 4.99975 0.77764
H 2.29334 4.15896 1.56645
```

No. 2
C44H44N3OPS4SbTa | ωB97M-V with the def2-TZVPD basis set

**Spin multiplicity**: 2
**Energy**: -4173.90786 Eh
**Total charge**: +1
**LUMO energy (alpha / beta)**: -0.1213 / -0.1600 Ha
**Gap between HOMO and LUMO (alpha / beta)**: 6.84 / 5.82 eV

```
99
C44H44N3OPS4SbTa, DFT ωB97M-V with the def2-TZVPD basis set
Ta 11.44955 14.36269 9.64221
S 13.94630 11.13707 11.48930
Sb 13.04986 13.09850 12.48722
S 10.80186 12.93941 11.63920
S 13.58780 14.84213 10.84000
C 13.42780 19.43442 13.38705
C 12.29738 18.98457 14.06514
C 11.49575 17.99704 13.50724
C 11.78858 17.47589 12.25580
C 12.89837 17.95643 11.55734
C 13.71550 18.91450 12.12552
P 10.61135 16.39181 11.36090
C 9.41742 15.89076 12.63566
C 8.04284 16.14419 12.52556
C 7.17556 15.71523 13.51348
C 7.64576 15.03098 14.62288
C 9.00482 14.76635 14.75753
C 9.85857 15.18041 13.75102
C 9.74932 17.56356 10.28185
C 9.15754 18.74666 10.66096
C 8.44176 19.51586 9.71204
C 8.36651 19.10685 8.42158
C 8.98497 17.89783 8.00810
C 8.89900 17.47925 6.64874
C 9.51669 16.33610 6.26205
C 10.26698 15.58803 7.21174
C 10.34951 15.93414 8.53182
C 9.69228 17.13420 8.94381
H 14.07144 20.19196 13.84094
H 12.07675 19.35489 15.05763
H 10.65870 17.61015 14.07093
H 13.11246 17.57831 10.57638
H 14.56087 19.27179 11.57674
H 7.63064 16.71042 11.70219
H 6.12626 15.97518 13.42782
H 6.97366 14.71951 15.40906
H 9.39305 14.21973 15.60868
H 10.91094 14.99631 13.87693
H 9.17452 19.10902 11.67895
H 7.96871 20.43119 10.03130
H 7.81149 19.69010 7.70202
H 8.34778 18.06615 5.96217
H 9.50611 16.01590 5.23583
H 10.78731 14.70818 6.87312
C 10.60834 7.81378 12.17457
C 9.79705 8.49522 11.06700
C 8.87944 7.49128 10.38653
C 8.92930 9.58245 11.70577
C 10.82614 9.08345 10.10989
C 11.75152 8.23224 9.47418
C 12.78147 8.74061 8.72520
C 12.95165 10.13006 8.62431
S 14.07690 11.00979 7.67064
C 13.30126 12.47091 8.05574
N 12.29493 12.35221 8.90126
C 12.03702 11.00224 9.19706
C 10.95483 10.43892 9.89407
C 13.70825 13.78248 7.60565
C 14.80644 13.97801 6.78898
C 15.19558 15.25979 6.46441
C 14.44470 16.34938 6.88971
C 13.30718 16.14141 7.67652
C 12.92825 14.86709 8.08805
H 9.88465 7.46369 12.93857
H 11.29152 8.53138 12.66465
H 11.19792 6.98664 11.80462
H 8.17742 7.08194 11.13765
H 9.43051 6.68830 9.93715
H 8.26854 7.97910 9.60700
H 8.20663 9.09083 12.35656
H 8.34666 10.14638 10.96075
H 9.47571 10.33083 12.30825
H 11.68649 7.17617 9.59679
H 13.44994 8.08790 8.20755
H 10.21166 11.09292 10.30132
H 15.36909 13.11204 6.42162
H 16.07388 15.41502 5.86868
H 14.74198 17.36144 6.62838
H 12.70755 16.98445 7.97204
C 6.40371 12.92312 8.07806
N 7.60087 12.95848 8.88995
C 7.48867 13.71345 10.12558
C 8.80246 12.62645 8.41350
O 9.82818 13.19267 8.85743
N 8.85360 11.66863 7.47409
C 10.02752 11.49650 6.65395
C 7.90075 10.55656 7.47838
H 5.85153 13.86602 8.18856
H 5.73490 12.11006 8.35175
H 6.70435 12.82338 7.04983
H 6.53733 13.45826 10.56653
H 7.49386 14.77985 9.96129
H 8.27880 13.44563 10.82588
H 10.63408 12.37846 6.76384
H 9.74355 11.40942 5.61250
H 10.59306 10.62382 6.97706
H 7.32428 10.58615 8.40451
H 8.48141 9.61484 7.42166
H 7.20926 10.60732 6.66334
```

No. 3
C44H45BiBr2N4P2S2Si | ωB97M-V with the def2-TZVPD basis set

**Energy**: -9053.97178 Eh
**LUMO energy**: -0.0004 Ha
**Gap between HOMO and LUMO**: 7.37 eV

```
101
C44H45BiBr2N4P2S2Si, DFT ωB97M-V with the def2-TZVPD basis set
Bi 1.30819 -1.46005 0.38974
S 1.44367 1.13094 2.90697
P 0.70453 1.79925 1.19517
C 0.90410 0.68047 -0.10816
P 1.74289 0.86261 -1.57758
S 2.22727 -1.03390 -2.14010
C 0.73876 1.62954 -2.88387
C -0.23270 0.82297 -3.47916
C -1.15073 1.36764 -4.36138
C -1.10816 2.72535 -4.65673
C -0.14470 3.53171 -4.07036
C 0.77636 2.98840 -3.18359
C 3.30939 1.76996 -1.48691
C 3.91322 2.30247 -2.62613
C 5.18839 2.84009 -2.54702
C 5.87356 2.83205 -1.33945
C 5.28718 2.27790 -0.21128
C 4.00964 1.74422 -0.28563
C 1.41382 3.43591 0.78169
C 2.53563 3.89927 1.46263
C 3.09488 5.12681 1.14367
C 2.53626 5.90903 0.14243
C 1.40682 5.46334 -0.52887
C 0.84606 4.23565 -0.20686
C -1.06196 2.22578 1.34664
C -1.85890 2.26674 0.20579
C -3.17507 2.69836 0.28821
C -3.71117 3.06245 1.51557
C -2.92519 3.00633 2.65869
C -1.60164 2.60176 2.57281
H -0.25052 -0.23799 -3.25536
H -1.89754 0.73255 -4.82257
H -1.82675 3.15343 -5.34491
H -0.10873 4.59003 -4.29998
H 1.51312 3.62853 -2.71842
H 3.39917 2.28273 -3.57784
H 5.65361 3.25729 -3.43156
H 6.87037 3.25145 -1.28186
H 5.81958 2.26485 0.73157
H 3.54571 1.31169 0.59513
H 2.96269 3.28948 2.24832
H 3.97027 5.47375 1.67908
H 2.97396 6.86815 -0.10678
H 0.95255 6.07476 -1.29925
H -0.04508 3.91096 -0.72923
H -1.44189 1.96049 -0.74896
H -3.78287 2.75079 -0.60732
H -4.74226 3.38785 1.58183
H -3.34379 3.27996 3.61916
H -0.97675 2.55933 3.45773
Br 2.38854 -4.96147 1.11690
C 4.06814 -4.03729 1.35125
Br 4.17115 -3.05870 2.99896
H 4.16888 -3.33566 0.53386
H 4.85375 -4.77781 1.34300
C 0.32700 -2.17005 3.85834
N -0.48878 -2.09853 2.62293
C -1.44933 -0.97789 2.77033
N -2.30364 -1.14120 3.94402
C -1.43828 -1.21338 5.12581
N -0.49870 -2.33902 5.05236
C -1.27000 -3.57367 4.90883
N -2.11925 -3.55359 3.71564
C -1.26982 -3.35369 2.54427
C -3.02883 -2.40565 3.81890
H 0.90691 -1.25279 3.94043
H 1.00850 -3.01894 3.76924
H -2.06894 -0.92535 1.87299
H -0.87842 -0.05775 2.87385
H -2.05969 -1.32796 6.01711
H -0.87049 -0.28375 5.20441
H -1.90030 -3.70703 5.79052
H -0.58033 -4.41810 4.84036
H -1.90806 -3.31820 1.66266
H -0.57651 -4.19303 2.45056
H -3.66926 -2.54053 4.69342
H -3.65614 -2.36797 2.92504
C 0.59372 -3.74333 -5.26074
C 1.34295 -4.28103 -4.22227
C 0.96016 -4.06437 -2.90768
C -0.17492 -3.30944 -2.60311
C -0.92677 -2.79350 -3.65924
C -0.54497 -3.00304 -4.97790
Si -0.62046 -2.94969 -0.82092
C -2.37784 -2.31042 -0.74245
C -3.43533 -3.20780 -0.56244
C -4.74971 -2.76478 -0.52707
C -5.02723 -1.41215 -0.68015
C -3.99016 -0.50899 -0.86390
C -2.67536 -0.95549 -0.89105
H 0.89422 -3.90641 -6.28868
H 2.22788 -4.86707 -4.43829
H 1.56089 -4.48549 -2.10533
H -1.82636 -2.22058 -3.44991
H -1.13772 -2.59007 -5.78615
H -0.57764 -4.25506 -0.11030
H -3.22927 -4.26718 -0.44103
H -5.55653 -3.47297 -0.37967
H -6.05191 -1.06247 -0.65160
H -4.20449 0.54665 -0.97207
H -1.86648 -0.23943 -1.00976
```

No. 4
C44H45N12O2PbSSbSe4 | ωB97M-V with the def2-TZVPD basis set

**Energy**: -12947.91957 Eh
**Total charge**: +2
**LUMO energy**: -0.2169 Ha
**Gap between HOMO and LUMO**: 6.10 eV

```
110
C44H45N12O2PbSSbSe4, DFT ωB97M-V with the def2-TZVPD basis set
Pb -1.12671 0.17161 -1.40251
N 0.38575 2.87346 -5.20555
C 0.18257 2.44158 -3.96129
N -0.82807 1.71267 -3.59364
C -1.79142 1.35538 -4.54226
N -2.94317 0.87637 -4.19259
N -3.11411 0.72288 -2.84417
C -4.25517 0.98180 -2.34773
C -4.41131 1.04553 -0.88450
C -5.66175 1.18520 -0.29837
C -5.74454 1.37231 1.07315
C -4.57616 1.45971 1.81305
C -3.36953 1.29797 1.14981
N -3.28419 1.07502 -0.15515
C -1.51248 1.61563 -5.95033
C -2.31729 1.13264 -6.98485
C -2.05078 1.49031 -8.28832
C -0.97916 2.33700 -8.57758
C -0.15705 2.80113 -7.57222
C -0.42182 2.43388 -6.25715
H 1.17143 3.46584 -5.41608
H 0.90828 2.73728 -3.20935
H -5.08976 1.27650 -2.98227
H -6.55319 1.14358 -0.91229
H -6.70932 1.47403 1.55358
H -4.59658 1.66443 2.87567
H -2.42109 1.37463 1.67137
H -3.15143 0.49180 -6.73056
H -2.67914 1.13007 -9.09167
H -0.79051 2.63922 -9.59929
H 0.68537 3.44777 -7.79240
C 3.56972 4.14365 0.82871
C 2.60066 3.56124 1.85062
N 2.64435 2.09488 1.91680
C 3.52276 1.47419 2.92386
C 4.81909 0.92205 2.34326
C 1.89949 1.32384 1.13744
S 0.82944 1.97983 -0.04527
N 1.89027 -0.00604 1.40935
C 2.27922 -0.99846 0.69973
O 2.99065 -0.99319 -0.43707
C 2.04199 -2.37131 1.20251
C 2.26850 -2.63397 2.55099
C 2.12993 -3.92628 3.03262
C 1.73934 -4.94838 2.17704
C 1.50785 -4.68325 0.83389
C 1.68242 -3.40087 0.33850
H 3.52816 5.23302 0.87019
H 3.29492 3.82946 -0.17935
H 4.59776 3.83329 1.02543
H 1.58723 3.85581 1.59463
H 2.82722 3.93063 2.84757
H 2.96021 0.68222 3.41710
H 3.74793 2.23933 3.66398
H 4.62928 0.13561 1.61062
H 5.41929 0.48815 3.14512
H 5.40703 1.71207 1.87445
H 2.56632 -1.83122 3.21390
H 2.33639 -4.13457 4.07430
H 1.62475 -5.95561 2.55861
H 1.20785 -5.48180 0.16550
H 1.53012 -3.19130 -0.71356
N -0.70065 -5.23919 -5.40893
C -0.69849 -4.19029 -4.56283
C -0.49548 -2.87647 -5.01646
C -0.54378 -1.83923 -4.12183
N -0.76127 -1.98714 -2.80316
C -0.93211 -3.24737 -2.36679
C -0.91058 -4.35143 -3.18121
H -0.53304 -5.10956 -6.38943
H -0.81394 -6.17646 -5.06862
H -0.30015 -2.67430 -6.06352
H -0.40763 -0.82690 -4.47678
H -1.11075 -3.36254 -1.30428
H -1.06997 -5.33980 -2.76485
C 1.48246 4.39603 6.91939
C 0.92488 3.17356 6.23566
C 1.09080 1.90178 6.77119
C 0.56062 0.77286 6.15823
C -0.15304 0.90786 4.97208
N -0.78734 -0.17628 4.30843
C -0.80669 -1.48346 4.68990
O -0.18121 -1.97438 5.59975
N -1.73057 -2.28511 3.98012
C -2.16624 -2.25839 2.66445
C -3.33335 -2.94683 2.31799
C -3.76449 -2.95271 1.00817
C -3.02772 -2.27253 0.05384
N -1.90440 -1.62251 0.36088
C -1.47638 -1.61572 1.62850
C -0.30755 2.17155 4.40938
C 0.22055 3.28563 5.03967
H 1.82059 4.16193 7.92708
H 0.73131 5.18408 6.98323
H 2.33208 4.79925 6.36234
H 1.62734 1.78018 7.70528
H 0.68273 -0.19972 6.60634
H -1.44460 0.09463 3.60127
H -2.00482 -3.08733 4.52217
H -3.88790 -3.47714 3.08413
H -4.66353 -3.48341 0.72374
H -3.32966 -2.25620 -0.99024
H -0.52018 -1.13249 1.81674
H -0.86443 2.29565 3.48267
H 0.06647 4.26887 4.60828
Se 5.18309 -0.70084 -5.18857
Sb 5.49959 -1.95283 -3.19778
Se 5.97487 -0.48054 -1.08020
Se 5.01052 -4.20413 -2.71749
Se 3.94621 0.47913 -1.11392
```